P) DFT (ωB97M-V with the def2-TZVPD basis set) results for a 2-piece molecular cluster, C4H12N2O overall.

Structure (XYZ):
```
19
Properties=species:S:1:pos:R:3
C 0.248 -2.395 -0.739
C 0.792 -1.181 -1.577
C 0.390 0.154 -0.946
N -0.511 1.019 -1.682
C 0.791 0.563 0.271
N 0.222 1.682 0.880
H 0.750 -3.289 -1.089
H -0.789 -2.377 -1.093
H 0.266 -2.075 0.300
H 0.404 -1.314 -2.581
H 1.880 -1.160 -1.673
H -0.061 1.542 -2.424
H -1.164 0.398 -2.148
H 1.637 0.066 0.734
H 0.823 2.183 1.507
H -0.422 2.158 0.274
O -2.105 1.222 4.132
H -1.419 0.707 3.718
H -1.730 2.096 4.137
```

**SMILES string**: CC/C(N)=C/N.O
**Frontier orbital gap**: 8.4 eV

---

Q) DFT (ωB97M-V with the def2-TZVPD basis set) results for the molecule C4H12N2O.

Structure (XYZ):
```
19
Properties=species:S:1:pos:R:3
N 2.835 -0.444 -0.633
C 1.995 -0.251 0.536
C 0.911 0.777 0.243
N -0.116 0.267 -0.648
C -1.079 -0.623 -0.048
C -2.306 0.082 0.407
O -2.773 0.983 -0.593
H 3.233 -1.367 -0.691
H 2.361 -0.229 -1.491
H 2.582 0.179 1.353
H 1.554 -1.193 0.856
H 0.500 1.094 1.217
H 1.361 1.639 -0.248
H -0.647 1.044 -1.028
H -1.385 -1.402 -0.754
H -0.599 -1.123 0.798
H -2.120 0.724 1.263
H -3.065 -0.628 0.728
H -3.241 0.471 -1.267
```

**SMILES string**: NCCNCCO
**Frontier orbital gap**: 9.6 eV

---

R) DFT (ωB97M-V with the def2-TZVPD basis set) results for the molecule C4H12N2O.

Structure (XYZ):
```
19
Properties=species:S:1:pos:R:3
N 0.630 -0.542 2.144
C -0.251 -0.241 1.030
C 0.666 0.372 -0.132
N 1.475 1.499 0.489
C -0.310 0.837 -1.154
C -1.110 -0.426 -1.470
O -0.689 -1.803 -1.692
H 0.520 -1.553 2.461
H 0.066 -0.152 2.899
H -0.809 -1.201 0.688
H -1.174 0.485 1.325
H 1.474 -0.367 -0.495
H 1.576 1.128 1.514
H 2.437 1.384 0.142
H 0.122 1.145 -2.082
H -1.137 1.520 -0.885
H -1.789 -0.080 -2.276
H -1.918 -0.320 -0.658
H 0.220 -1.686 -1.848
```

**SMILES string**: NC[C@H](N)CCO
**Frontier orbital gap**: 10.2 eV

---

Least stable structure: R)